{"formula": "C5H12O2", "method": "ωB97M-V/def2-TZVPD", "total_charge": 0, "energy_ev": -9473.1855, "fmax_ha_per_bohr": 0.0082, "homo_ev": -9.9, "spin_multiplicity": 1, "smiles": "OCCCO.C=C", "homo_lumo_gap_ev": 10.797, "e_above_lowest_kj_mol": 188.17, "species": ["O", "C", "C", "C", "O", "H", "H", "H", "H", "H", "H", "H", "H", "C", "C", "H", "H", "H", "H"], "xyz": [[0.74078, 0.74863, 1.52166], [-0.37559, 0.02660, 1.04979], [-1.00662, 0.64363, -0.19778], [-2.38815, 0.07390, -0.47258], [-3.22344, 0.43818, 0.61272], [1.45915, 0.59742, 0.89293], [-0.11315, -1.02696, 0.84669], [-1.11380, 0.03132, 1.85524], [-0.36674, 0.48167, -1.07700], [-1.08953, 1.72596, -0.04833], [-2.32759, -1.02306, -0.57151], [-2.77937, 0.47022, -1.42251], [-4.05466, -0.04251, 0.53395], [3.04207, -0.84524, -0.07062], [2.50728, -0.20272, -1.10533], [3.81764, -0.39568, 0.54484], [2.72203, -1.84680, 0.20612], [1.73047, -0.65641, -1.71676], [2.81923, 0.80184, -1.38151]], "atomic_forces_ev_per_a": [[0.21, 0.02, -0.11], [-0.35, -0.19, -0.05], [0.04, 0.05, -0.03], [0.29, -0.10, -0.29], [-0.32, -0.11, 0.04], [-0.06, 0.06, 0.14], [-0.02, 0.17, 0.05], [0.11, 0.00, -0.07], [-0.10, 0.03, 0.16], [-0.01, -0.11, 0.00], [-0.03, 0.16, 0.04], [0.06, -0.05, 0.17], [0.08, 0.11, 0.04], [-0.03, 0.06, -0.17], [0.10, -0.11, 0.11], [-0.10, -0.04, -0.11], [0.04, 0.14, -0.06], [0.13, 0.04, 0.10], [-0.01, -0.15, 0.04]], "nbo_charge": [-0.7259, -0.0643, -0.4447, -0.0597, -0.7255, 0.4737, 0.1457, 0.1943, 0.1958, 0.2176, 0.1530, 0.1629, 0.4697, -0.3922, -0.4052, 0.2031, 0.2015, 0.1978, 0.2024]}